Entry 1:
A molecular structure, C53H46Cl3IrN8OS3Si. Source: the Open Molecules 2025 dataset; level of theory: the ωB97M-V functional and the def2-TZVPD basis.

As for the molecular weight: 1233.87 g/mol. Its energy above the lowest of the compared OMol25 structures with the same formula, charge and spin is 562.76 kJ/mol. The calculation puts the HOMO-LUMO gap at 6.197 eV. The lowest unoccupied orbital energy comes out at -0.33 eV. The value obtained for the HOMO energy is -6.529 eV.

Each line ends with the Mulliken charge.
Positions of all 116 atoms, in Å:
Ir: 1.56565 0.88843 -0.62508  1.891
N: 1.01330 0.69353 1.29450  -0.338
S: -0.20533 0.54721 2.07108  2.255
N: -1.44835 -0.47201 1.64729  -0.012
S: -2.44542 -0.54565 0.49087  1.676
N: -2.14511 -1.20600 -0.86586  -0.298
S: -0.92080 -1.06752 -1.93950  1.537
N: 0.12321 -0.06594 -1.79740  -0.387
C: -1.83636 -0.78890 -3.44972  0.355
C: -3.05483 -0.12994 -3.43862  -0.165
C: -3.66599 0.18741 -4.64293  -1.190
C: -3.06081 -0.15726 -5.84211  -0.587
C: -1.84571 -0.82864 -5.84112  -0.908
C: -1.22672 -1.14857 -4.64368  -0.571
C: -0.45819 -2.77842 -2.17587  0.620
C: 0.87068 -3.01072 -2.48339  -0.450
C: 1.27880 -4.31648 -2.71441  -0.535
C: 0.35928 -5.35289 -2.65395  -0.756
C: -0.97428 -5.09749 -2.35732  -0.745
C: -1.39228 -3.80029 -2.11165  -0.781
C: -3.73196 -1.59708 1.11551  -0.622
C: -3.68540 -2.02063 2.43098  -0.121
C: -4.70234 -2.84569 2.89571  -0.964
C: -5.73679 -3.21760 2.05200  -0.652
C: -5.76462 -2.77941 0.73183  -0.868
C: -4.75474 -1.96549 0.25084  -0.296
C: -3.23059 1.01921 0.19805  1.812
C: -4.41168 1.35288 0.84864  -0.889
C: -4.97544 2.59389 0.60146  -0.906
C: -4.35211 3.48247 -0.26609  -1.027
C: -3.16171 3.14161 -0.89351  -1.751
C: -2.59089 1.89771 -0.66651  -0.071
C: -1.05067 2.07686 2.44642  0.174
C: -2.31100 2.13166 3.02806  0.355
C: -2.86500 3.36807 3.30930  -0.873
C: -2.16457 4.52968 2.99943  -0.741
C: -0.90593 4.46055 2.42274  -0.900
C: -0.33203 3.22516 2.15257  -1.134
C: 0.18034 -0.17313 3.65598  -0.204
C: 1.05940 -1.24881 3.61421  -0.223
C: 1.45847 -1.83166 4.80492  -1.024
C: 1.00738 -1.32688 6.01786  -0.667
C: 0.15460 -0.23433 6.04356  -0.923
C: -0.26384 0.35562 4.85791  -0.552
H: -3.53353 0.12020 -2.50495  0.610
H: -4.61568 0.70590 -4.64020  0.469
H: -3.53786 0.09483 -6.77992  0.402
H: -1.37504 -1.10421 -6.77532  0.415
H: -0.27637 -1.66649 -4.64135  0.495
H: 1.57502 -2.18605 -2.48724  0.291
H: 2.32052 -4.52223 -2.92071  0.444
H: 0.68481 -6.37034 -2.82777  0.402
H: -1.68438 -5.91218 -2.30246  0.440
H: -2.42172 -3.58541 -1.85560  0.399
H: -2.85974 -1.72580 3.06487  0.553
H: -4.67916 -3.19692 3.91835  0.493
H: -6.52603 -3.85978 2.42003  0.411
H: -6.57196 -3.07657 0.07633  0.466
H: -4.75136 -1.62660 -0.77690  0.457
H: -4.88983 0.65955 1.52809  0.468
H: -5.89779 2.86958 1.09537  0.449
H: -4.79153 4.45293 -0.45585  0.514
H: -2.68006 3.84974 -1.55718  0.691
H: -1.64521 1.63239 -1.12815  0.555
H: -2.85439 1.22028 3.24563  0.548
H: -3.84685 3.42911 3.76067  0.430
H: -2.60693 5.49467 3.21037  0.424
H: -0.36466 5.36477 2.17884  0.524
H: 0.65297 3.14107 1.71267  0.698
H: 1.43138 -1.61189 2.66496  0.696
H: 2.13860 -2.67250 4.77842  0.492
H: 1.33577 -1.77598 6.94614  0.400
H: -0.18006 0.17564 6.98720  0.459
H: -0.90662 1.22202 4.89126  0.427
Cl: 6.02947 5.43298 -3.83800  -0.244
C: 5.07448 4.51381 -2.71217  0.256
C: 4.16043 3.59247 -3.17947  -0.856
C: 3.42652 2.87590 -2.25455  0.889
Cl: 2.26073 1.70495 -2.85386  -0.322
C: 3.56072 2.99211 -0.86032  -0.927
O: 2.89986 2.30124 0.02086  -0.293
C: 4.48534 3.98106 -0.45414  0.527
Cl: 4.65181 4.29668 1.24078  -0.220
C: 5.23088 4.71859 -1.34922  -0.614
H: 4.01988 3.43292 -4.23918  0.498
H: 5.93027 5.45607 -0.98235  0.464
C: 5.87270 -1.78798 0.11474  -1.557
Si: 4.58912 -0.43789 -0.24797  0.250
C: 4.96113 0.73881 1.17055  -0.810
C: 5.20138 0.09007 -1.94455  -1.002
N: 2.85798 -0.80547 -0.31327  0.761
C: 2.34320 -1.97778 0.21930  0.579
C: 0.99457 -2.11149 0.59734  1.133
C: 0.45317 -3.26230 1.14265  0.137
C: 1.22580 -4.39135 1.34955  -1.151
C: 2.56286 -4.31058 0.97532  -1.326
C: 3.10146 -3.15818 0.43305  -0.593
H: 6.82790 -1.25306 0.06418  0.390
H: 5.91729 -2.59616 -0.61837  0.342
H: 5.79709 -2.21681 1.11435  0.336
H: 5.78073 1.42233 0.93001  0.329
H: 5.28245 0.13637 2.02524  0.390
H: 4.10594 1.33911 1.46950  -0.032
H: 6.11659 0.68338 -1.87188  0.295
H: 4.49174 0.64096 -2.54211  0.312
H: 5.44167 -0.82425 -2.49508  0.359
H: 0.36414 -1.25741 0.46781  -1.047
H: -0.60096 -3.26612 1.40748  0.229
H: 0.80923 -5.29562 1.77296  0.456
H: 3.21099 -5.17126 1.09869  0.374
H: 4.13065 -3.19531 0.13934  0.344
N: -2.41129 5.48181 -2.53236  -0.637
C: -1.38395 5.11507 -2.13883  0.332
N: -0.19890 4.74404 -1.71026  -0.894
C: 0.05678 3.59120 -1.23821  0.965
N: 0.32622 2.55289 -0.77613  -0.485

---

Entry 2:
2 unconnected molecules or ions with the total composition C5H13NO. Source: the Open Molecules 2025 dataset; level of theory: the ωB97M-V functional and the def2-TZVPD basis.

As for the molecular weight: 103.16 g/mol. Its energy above the lowest of the compared OMol25 structures with the same formula, charge and spin is 185.98 kJ/mol. The calculation puts the HOMO-LUMO gap at 9.489 eV. The SMILES is C=C(N)CCC.O. The lowest unoccupied orbital energy comes out at 0.77 eV. The value obtained for the HOMO energy is -8.715 eV.

Each line ends with the Mulliken charge.
Positions of all 20 atoms, in Å:
C: -0.37904 1.95318 0.95705  -1.177
C: -0.82791 0.48259 1.20645  -0.173
C: 0.42632 -0.36997 1.39499  -0.737
C: 0.77564 -1.16497 0.12058  0.683
C: -0.16178 -1.85197 -0.57456  -1.394
N: 2.10719 -1.09270 -0.39404  -0.524
H: 0.39819 2.30588 1.64424  0.312
H: -0.05698 1.89469 -0.08388  0.270
H: -1.18459 2.66629 1.18958  0.343
H: -1.49484 0.12183 0.41160  0.188
H: -1.50031 0.52502 2.10452  0.333
H: 0.31251 -1.16581 2.14591  0.315
H: 1.34190 0.07450 1.80489  0.397
H: -1.14926 -1.75253 -0.13492  0.350
H: -0.02819 -2.55436 -1.39651  0.314
H: 2.21306 -0.21223 -0.88251  0.253
H: 2.24821 -1.92330 -0.95189  0.267
H: -0.48174 1.10034 -3.32995  0.307
H: -1.27556 0.06716 -2.37456  0.327
O: -1.28282 0.89635 -2.85697  -0.653

---

Entry 3:
A molecular structure, C3H5NO2S. Source: the Open Molecules 2025 dataset; level of theory: the ωB97M-V functional and the def2-TZVPD basis.

As for the molecular weight: 119.14 g/mol. Its energy above the lowest of the compared OMol25 structures with the same formula, charge and spin is 572.14 kJ/mol. The calculation puts the HOMO-LUMO gap (spin up / spin down) at 5.136 / 7.667 eV. The spin multiplicity is 3. The lowest unoccupied orbital energy (spin up / spin down) comes out at 0.42 / -3.85 eV. The value obtained for the HOMO energy (spin up / spin down) is -4.714 / -11.514 eV.

Each line ends with the Mulliken charge.
Positions of all 12 atoms, in Å:
C: 0.09710 1.21294 -0.18342  -0.335
C: -0.66293 0.46388 0.85513  -0.464
C: 0.84913 -0.06184 -0.45673  -0.174
N: 0.25651 -0.71520 0.78580  -0.100
O: 0.67215 -2.75559 -0.64943  -0.441
O: -1.31968 -1.28490 -1.12938  -0.377
S: 0.00819 -1.51846 -0.66883  0.504
H: -0.56525 1.39744 -0.92222  0.238
H: 0.67495 2.09138 0.22749  0.249
H: -0.61823 0.91456 1.89317  0.297
H: -1.64680 0.26291 0.52890  0.320
H: 2.25487 -0.00712 -0.28046  0.284

---

So what do the calculations give for maximum force? Going down the list: 1.06; 2.53; 11.77 eV Å⁻¹.